[1]
This record from OMol25 describes a 2-piece molecular cluster, C25H50NO4P overall. The level of theory is ωB97M-V with the def2-TZVPD basis set.

The value obtained for the HOMO-LUMO gap is 5.5 eV. The calculation puts the HOMO energy at -0.2318 hartree. The energy above the lowest of the compared OMol25 structures with the same formula, charge and spin comes out at 0.0 kcal/mol.

```
! wB97M-V def2-TZVPD RIJCOSX def2/J DEFGRID3
* xyz 0 1
C 3.70116 -0.59648 4.95071
C 2.57192 0.25874 5.52475
C 2.64138 1.77277 5.17771
C 3.82879 2.20469 4.30365
C 1.33442 2.37021 4.54774
C 0.63275 3.01244 5.73525
O 0.71611 4.13301 6.12739
O -0.03181 2.03304 6.37008
C -0.67880 1.23786 5.32802
C -1.16363 -0.18740 5.69724
O -0.29315 -1.04217 5.92967
O -2.40838 -0.30608 5.60988
C 0.23708 1.40972 4.09036
N 0.64979 0.22383 3.34674
H 4.67335 -0.27625 5.32960
H 3.57701 -1.63116 5.27276
H 3.71949 -0.60008 3.85940
H 2.66188 0.17731 6.60927
H 1.61747 -0.18914 5.27770
H 2.80251 2.29117 6.12388
H 3.83328 1.71007 3.33258
H 3.75817 3.28461 4.16373
H 4.77442 2.02589 4.81489
H 1.56332 3.04185 3.72398
H -1.58651 1.79136 5.09240
H -0.39077 2.00773 3.41136
H -0.09631 -0.11688 2.76077
H 1.49565 0.37139 2.81595
C -3.02486 1.44871 0.39538
C -2.93873 1.66647 -1.11387
C -3.37870 0.44136 -1.91690
C -2.37902 -0.72584 -1.93350
P -1.00477 -0.64148 -3.09490
C -1.70329 -0.26274 -4.72263
C -2.90908 -1.06043 -5.24087
C -2.66143 -2.48378 -5.75041
C -1.51139 -2.61386 -6.74361
C -0.27254 -2.28117 -3.21197
C 0.33652 -2.98721 -1.98624
C 1.73122 -2.55182 -1.53079
C 2.73886 -2.34650 -2.65652
C 0.17007 0.71744 -2.90411
C 1.15339 0.85517 -1.73291
C 0.54481 0.72623 -0.33170
C 0.35951 2.05654 0.38903
H -2.42463 0.59934 0.72813
H -2.67382 2.32662 0.93490
H -4.05548 1.26340 0.69909
H -1.92437 1.96754 -1.38828
H -3.58531 2.50341 -1.38428
H -3.61646 0.73698 -2.94247
H -4.31000 0.06750 -1.48855
H -2.91442 -1.63474 -2.23348
H -2.01622 -0.93944 -0.92672
H -0.88076 -0.27714 -5.44196
H -2.00422 0.78752 -4.65742
H -3.33002 -0.48117 -6.06546
H -3.68820 -1.09307 -4.47520
H -3.57986 -2.81760 -6.23632
H -2.51470 -3.17597 -4.91806
H -1.69289 -2.01027 -7.63454
H -1.39977 -3.64980 -7.06115
H -0.55524 -2.30512 -6.31702
H 0.41233 -2.29263 -4.06238
H -1.11802 -2.90374 -3.51633
H 0.38457 -4.04679 -2.24565
H -0.35494 -2.91856 -1.14277
H 2.11141 -3.31870 -0.85454
H 1.65708 -1.65095 -0.92188
H 2.91820 -3.27469 -3.20260
H 3.69258 -2.00827 -2.25277
H 2.41271 -1.59151 -3.37646
H -0.42025 1.63456 -2.99329
H 0.75829 0.68424 -3.82977
H 1.63255 1.83099 -1.83276
H 1.96198 0.13769 -1.86649
H 1.19260 0.10523 0.28986
H -0.41149 0.20382 -0.37806
H 1.32435 2.50537 0.62812
H -0.16940 1.88666 1.32534
H -0.20934 2.78017 -0.19970
*
```

[2]
This record from OMol25 describes a 11-piece molecular cluster, C49H59F40N3O11 overall in a non-equilibrium geometry. The level of theory is ωB97M-V with the def2-TZVPD basis set.

The value obtained for the HOMO-LUMO gap is 9.6 eV. As for the structure (SMILES): FC(F)C(F)(F)COC(F)(F)C(F)F.FC(F)C(F)(F)COC(F)(F)C(F)F.FC(F)C(F)(F)COC(F)(F)C(F)F.FC(F)C(F)(F)COC(F)(F)C(F)F.FC(F)C(F)(F)COC(F)(F)C(F)F.O=C1CCCO1.O=C1CCCO1.O=C1CCCO1.CCCC#N.CCCC#N.CCCC#N. The calculation puts the HOMO energy at -0.3600 hartree. The energy above the lowest of the compared OMol25 structures with the same formula, charge and spin comes out at 0.0 kcal/mol.

```
! wB97M-V def2-TZVPD RIJCOSX def2/J DEFGRID3
* xyz 0 1
C 5.80805 9.05565 1.71960
C 5.26312 10.11990 2.67135
C 4.81248 11.40890 1.94570
F 5.88734 12.06747 1.42726
F 3.99646 11.11948 0.91196
F 4.17257 9.68163 3.34014
F 6.20209 10.42168 3.58749
O 6.18965 7.94882 2.51548
C 6.07656 6.68964 1.94494
C 6.32861 5.66987 3.05043
F 5.61199 5.99458 4.14319
F 6.04403 4.42690 2.62917
F 4.83705 6.55372 1.43329
F 7.00532 6.60900 0.96586
H 6.68079 9.44527 1.19622
H 5.01678 8.79537 1.01769
H 4.36374 12.04556 2.71454
H 7.38070 5.69295 3.34764
C 8.57377 2.69894 6.38188
C 7.10530 2.65178 6.78392
C 6.78404 3.48250 8.01948
F 5.52929 3.22391 8.46681
F 7.64540 3.29284 9.05147
F 6.33114 3.15620 5.77085
F 6.74527 1.34804 6.90089
O 9.01905 4.07168 6.44613
C 10.24779 4.25954 7.03953
C 10.42696 5.78315 7.08527
F 9.39456 6.41107 7.67617
F 11.61661 6.06661 7.68930
F 10.29013 3.73263 8.26186
F 11.20434 3.73374 6.25402
H 8.68764 2.43394 5.32847
H 9.18623 1.99837 6.94673
H 6.82458 4.55306 7.80524
H 10.53774 6.24097 6.09711
C 0.65336 1.95992 0.27945
C -0.09323 0.80026 -0.36364
C -1.40682 0.57568 0.39913
F -2.10785 1.71508 0.67080
F -2.24950 -0.29785 -0.21759
F -0.37735 1.05689 -1.67183
F 0.60095 -0.35840 -0.35321
O 1.94498 2.07345 -0.31412
C 2.51571 3.31298 -0.16236
C 3.92638 3.16756 -0.74998
F 4.54476 4.38316 -0.81150
F 4.72950 2.35321 -0.01966
F 1.79396 4.23808 -0.79078
F 2.58564 3.62898 1.15353
H 0.69517 1.75366 1.35349
H 0.09045 2.88835 0.18858
H -1.20398 0.11587 1.37344
H 3.90203 2.76069 -1.76469
C 12.50468 -0.20255 0.11106
C 14.00494 0.07770 0.09821
C 14.58499 0.49068 -1.26472
F 15.92829 0.45981 -1.24659
F 14.16886 -0.40716 -2.21652
F 14.25992 1.11828 0.94220
F 14.67382 -1.03065 0.49509
O 12.10688 -0.51955 1.42632
C 11.44814 -1.72438 1.62937
C 11.38718 -1.98864 3.14058
F 11.05389 -3.26594 3.45089
F 12.46795 -1.63729 3.84601
F 10.26835 -1.67408 1.00089
F 12.19266 -2.70881 1.05720
H 12.22245 -0.95412 -0.62813
H 11.95101 0.67252 -0.24067
H 14.21844 1.44849 -1.64308
H 10.54272 -1.41829 3.53921
C 7.53248 -4.27221 0.33759
C 8.62905 -5.01778 1.09423
C 9.81714 -5.27310 0.15800
F 10.87830 -5.98274 0.57999
F 9.40115 -5.78571 -1.04642
F 8.96910 -4.31203 2.19231
F 8.09876 -6.19168 1.54954
O 7.94493 -2.99044 -0.09165
C 7.50101 -2.62107 -1.34557
C 7.82506 -1.12905 -1.51705
F 7.30277 -0.64078 -2.65587
F 7.40769 -0.38706 -0.45622
F 8.10215 -3.32433 -2.31841
F 6.16531 -2.84576 -1.41665
H 6.65851 -4.19386 0.98641
H 7.22431 -4.94476 -0.46589
H 10.16292 -4.27482 -0.14678
H 8.90861 -0.97967 -1.55705
O 6.10885 -3.45364 9.80854
C 5.71704 -3.01072 8.77181
O 6.21331 -1.85438 8.28262
C 5.78282 -1.57236 6.94473
C 4.70351 -2.62841 6.65114
C 4.82619 -3.67773 7.74430
H 6.55930 -1.58902 6.18160
H 5.28412 -0.60767 6.98221
H 4.67748 -2.99622 5.62551
H 3.74852 -2.09423 6.70273
H 5.41947 -4.46689 7.27723
H 3.85518 -4.02000 8.08258
O 10.39501 1.03156 3.50648
C 11.04306 2.02106 3.31248
O 10.48230 3.21085 3.04363
C 11.46275 4.24583 3.06090
C 12.74437 3.49339 2.68872
C 12.54617 2.17613 3.42001
H 11.51096 4.79472 4.00510
H 11.22345 5.05403 2.36631
H 13.65810 3.94943 3.07338
H 12.85824 3.33180 1.61780
H 12.78897 2.26754 4.48222
H 13.12267 1.33937 3.04152
O 3.18923 0.21625 5.55597
C 2.98733 1.38989 5.43285
O 3.31388 2.26392 6.42238
C 2.87972 3.58543 6.07105
C 2.80318 3.53318 4.55752
C 2.27896 2.11747 4.30331
H 3.62735 4.31454 6.37731
H 1.91476 3.83552 6.51114
H 3.73479 3.70745 4.01869
H 2.10952 4.27091 4.14631
H 2.44238 1.63722 3.34404
H 1.20433 2.01878 4.48010
C 8.35537 2.92783 0.21334
C 9.18435 3.87773 -0.66443
C 9.18765 3.43892 -2.11873
C 9.81463 2.13157 -2.33813
N 10.29194 1.10330 -2.51424
H 8.61899 1.88319 0.04408
H 7.30490 3.05185 -0.06637
H 8.38557 3.14864 1.27938
H 10.20050 3.92145 -0.26780
H 8.75180 4.87531 -0.58933
H 9.76042 4.13639 -2.73426
H 8.19182 3.31554 -2.55222
C 3.07233 -2.79213 1.33943
C 2.49093 -3.37701 2.63741
C 2.30590 -2.32541 3.72179
C 1.36185 -1.26670 3.36487
N 0.58861 -0.45292 3.12240
H 4.06465 -2.35825 1.45889
H 2.42369 -2.02956 0.90157
H 3.12584 -3.58658 0.59323
H 3.20327 -4.10690 3.02488
H 1.56175 -3.90166 2.41456
H 3.27820 -1.86417 3.91734
H 2.00242 -2.70937 4.69775
C 4.94692 0.61610 2.46488
C 6.23566 1.01471 3.15769
C 7.29007 -0.11377 3.16397
C 6.63840 -1.41924 3.29903
N 6.13392 -2.45103 3.34850
H 5.13109 0.22362 1.46284
H 4.38185 1.52938 2.26113
H 4.27145 -0.01611 3.04020
H 6.09886 1.27789 4.20609
H 6.56599 1.88843 2.59561
H 8.06356 0.05323 3.91165
H 7.82396 -0.11068 2.20951
*
```

[3]
This record from OMol25 describes a 2-piece molecular cluster, C3H9N2O overall in a non-equilibrium geometry. The level of theory is ωB97M-V with the def2-TZVPD basis set.

The value obtained for the HOMO-LUMO gap is 5.4 eV. The calculation puts the HOMO energy at -0.0742 hartree. The energy above the lowest of the compared OMol25 structures with the same formula, charge and spin comes out at 49.4 kcal/mol.

```
! wB97M-V def2-TZVPD RIJCOSX def2/J DEFGRID3
* xyz -1 1
C -0.03470 -0.14753 0.32017
N -0.36748 2.60641 1.17238
C -1.41244 1.69413 0.90778
N -1.33494 0.46522 0.52902
H 0.36786 0.09089 -0.67476
H -0.05988 -1.25508 0.45184
H 0.75793 0.25832 1.01336
H 0.01089 3.07688 0.35304
H -0.63696 3.34988 1.81463
H -2.40860 2.14645 1.08599
C 1.01876 -2.49060 -1.39396
O 1.17890 -2.69332 -0.05961
H 1.29945 -1.42083 -1.74057
H 1.64727 -3.16813 -2.00706
H -0.02606 -2.51271 -1.77223
*
```